Entry from OMol25: one molecule with the formula C2H5NO2 (wB97M-V/def2-TZVPD).

Structure (XYZ):
```
10
Properties=species:S:1:pos:R:3:forces:R:3
O -0.257 0.689 1.345 1.4541 1.5683 0.7224
O -0.025 1.616 -0.687 -0.2824 -1.6675 1.3961
N -0.196 -0.668 -0.590 0.2845 0.8538 2.7241
C -0.134 0.599 0.024 0.3229 0.7889 -2.9474
C 0.474 -1.930 -0.176 -0.7390 -0.0409 -0.8461
H -0.315 -0.498 -1.560 0.2675 -0.2563 -0.7720
H 0.301 -2.300 0.822 -0.4196 0.8284 0.7282
H -0.104 -2.693 -0.746 1.2435 0.2567 -0.1089
H 0.118 1.631 1.537 -1.2141 -2.2397 -0.3591
H 1.587 -1.920 -0.278 -0.9175 -0.0917 -0.5372
```
Forces are in eV/Å.

Values from the calculation:
2S+1 ... 1
Charge ... 0
SMILES ... CNC(=O)O
HOMO ... -9.7 eV
E_tot ... -7740.15241 eV

Atomic partial charges in e from the natural (NBO) method, atoms 1 to 6: -0.68 -0.67 -0.65 0.87 -0.42 0.40

---

Entry from OMol25: one molecule with the formula C2H5NO2 (wB97M-V/def2-TZVPD).

Structure (XYZ):
```
10
Properties=species:S:1:pos:R:3:forces:R:3
O -0.185 1.334 -0.012 1.4006 -0.8854 -0.0849
O 1.851 -0.128 0.111 -1.6331 -1.9900 -0.4799
N -0.338 -0.047 -0.186 -3.1635 0.3047 0.8021
C 0.773 -0.772 -0.059 1.6187 1.9054 0.3173
C -1.785 -0.439 0.098 0.2632 1.1944 -0.4147
H 0.827 1.323 0.039 -0.8415 0.4266 0.1086
H -2.441 0.258 -0.676 1.5432 -2.0934 2.2523
H -2.092 -0.247 1.261 0.8665 -0.3709 -3.0202
H -1.804 -1.538 -0.161 -0.4825 1.2416 0.3057
H 0.609 -1.855 -0.187 0.4283 0.2669 0.2137
```
Forces are in eV/Å.

Values from the calculation:
2S+1 ... 1
Charge ... 0
SMILES ... CN(O)C=O
HOMO ... -9.4 eV
E_tot ... -7737.74038 eV

Atomic partial charges in e from the natural (NBO) method, atoms 1 to 6: -0.56 -0.66 -0.13 0.46 -0.44 0.50

---

Entry from OMol25: one molecule with the formula C2H5NO2 (wB97M-V/def2-TZVPD).

Structure (XYZ):
```
10
Properties=species:S:1:pos:R:3:forces:R:3
O 0.526 0.244 0.598 -1.3998 -0.5825 0.1214
O -0.769 -1.210 -0.776 -0.4133 0.7480 0.7695
N 0.327 -2.023 -0.205 -2.0373 0.5625 1.5129
C 0.058 1.396 -0.054 -0.9727 1.8053 -1.5222
C -0.307 -0.827 0.487 0.9286 -3.4801 -0.7341
H 1.082 -1.667 -0.743 1.2846 0.5934 -0.2554
H -0.759 2.054 0.516 1.2761 -1.9370 -1.2312
H -0.176 1.217 -1.236 0.2710 0.3817 3.0850
H 0.958 1.963 0.037 0.3329 1.0811 -0.5611
H -0.938 -1.147 1.377 0.7299 0.8276 -1.1848
```
Forces are in eV/Å.

Values from the calculation:
2S+1 ... 1
Charge ... 0
SMILES ... CO[C@@H]1NO1
HOMO ... -10.0 eV
E_tot ... -7736.25872 eV

Atomic partial charges in e from the natural (NBO) method, atoms 1 to 6: -0.52 -0.40 -0.33 -0.28 0.45 0.33

---

Entry from OMol25: one molecule with the formula C2H5NO2 (wB97M-V/def2-TZVPD).

Structure (XYZ):
```
10
Properties=species:S:1:pos:R:3:forces:R:3
O -0.358 0.781 -1.583 -1.0205 1.0712 0.3347
O -1.301 0.349 0.405 2.1500 -0.1478 -2.9186
N -1.486 0.023 1.654 -2.2956 0.4900 2.0377
C -0.315 0.088 -0.411 -0.8370 1.2470 0.1926
C 1.021 -0.506 -0.191 -0.7962 1.9084 1.1989
H 1.688 0.078 -0.808 0.4002 0.2340 0.2648
H 1.263 -0.511 0.865 0.3061 0.0815 0.2047
H 1.062 -1.459 -0.552 0.0882 -2.8533 -0.8198
H -0.735 -0.481 2.056 1.6730 -0.8887 -0.2106
H -0.839 1.638 -1.436 0.3317 -1.1421 -0.2843
```
Forces are in eV/Å.

Values from the calculation:
2S+1 ... 1
Charge ... 0
HOMO (spin up / spin down) ... -8.0 / -7.3 eV
E_tot ... -7735.46180 eV

Atomic partial charges in e from the natural (NBO) method, atoms 1 to 6: -0.68 -0.22 -0.49 0.61 -0.71 0.25

---

Entry from OMol25: one molecule with the formula C2H5NO2 (wB97M-V/def2-TZVPD).

Structure (XYZ):
```
10
Properties=species:S:1:pos:R:3:forces:R:3
O 0.255 -1.562 1.334 0.1437 0.1879 0.1120
O 0.322 -0.008 -0.434 -0.2293 0.1265 0.1627
N -0.632 1.909 -0.464 -0.1004 -0.0858 0.1594
C -0.683 0.710 0.110 0.2432 0.3404 -0.5074
C 0.390 -1.374 -0.032 0.0797 -0.4069 -0.2730
H 0.639 -0.791 1.774 -0.0258 -0.1813 0.0364
H 1.364 -1.713 -0.412 -0.1395 0.1089 0.1162
H -0.404 -1.948 -0.519 0.0333 0.1254 0.0756
H -1.299 2.606 -0.176 0.0936 -0.1117 -0.0606
H 0.039 2.158 -1.190 -0.0985 -0.1035 0.1787
```
Forces are in eV/Å.

Values from the calculation:
2S+1 ... 1
Charge ... 0
HOMO ... -8.9 eV
E_tot ... -7738.33957 eV

Atomic partial charges in e from the natural (NBO) method, atoms 1 to 6: -0.70 -0.56 -0.81 0.27 0.25 0.48

---

Entry from OMol25: one molecule with the formula C2H5NO2S (wB97M-V/def2-TZVPD).

Structure (XYZ):
```
11
Properties=species:S:1:pos:R:3:forces:R:3
S 2.526 -0.172 -0.067 0.6875 -0.0288 -0.2161
O -1.017 1.099 -0.473 3.8988 3.0406 -1.3091
O -1.174 -1.423 0.231 -0.1241 2.0679 -1.7394
N 0.153 -1.316 -0.256 -0.1886 -1.9508 -0.6622
C 0.040 0.842 0.543 -0.9589 0.3850 0.6097
C 0.915 -0.271 0.088 -0.6749 -0.4262 -0.7727
H 0.429 -2.118 -0.883 -0.1914 1.3968 1.3753
H -0.500 0.392 1.417 0.5341 1.2395 -0.2590
H -1.608 -0.585 -0.207 0.7233 -2.0781 0.8528
H -0.416 1.783 -1.075 -2.9603 -2.7043 1.6634
H 0.653 1.768 0.682 -0.7454 -0.9417 0.4575
```
Forces are in eV/Å.

Values from the calculation:
2S+1 ... 1
Charge ... 0
SMILES ... OCC(=S)NO
HOMO ... -8.7 eV
E_tot ... -18572.54155 eV

Atomic partial charges in e from the natural (NBO) method, atoms 1 to 6: -0.12 -0.75 -0.55 -0.30 -0.17 0.03

---

Entry from OMol25: one molecule with the formula C2H5NO2S (wB97M-V/def2-TZVPD).

Structure (XYZ):
```
11
Properties=species:S:1:pos:R:3:forces:R:3
S -0.338 1.633 -1.278 0.6139 0.3958 0.4249
O 1.097 -0.161 1.765 0.3030 -0.6751 1.0143
O -0.252 -1.502 -0.824 0.6219 -0.7966 -0.5458
N 0.507 1.283 0.185 -0.2835 1.0113 -0.7710
C -0.775 -0.821 0.255 0.5081 0.8810 2.4756
C 0.366 0.105 0.856 -1.5900 -0.1526 -1.2932
H 1.061 1.998 0.672 -0.1497 -0.4320 -0.7246
H 0.574 -1.871 -0.484 -0.0385 -0.3228 -0.4509
H -1.085 -1.463 1.110 0.1018 0.0909 -0.6013
H -1.614 -0.213 -0.070 -0.0172 -0.1309 0.0133
H 0.459 1.012 -2.188 -0.0697 0.1309 0.4587
```
Forces are in eV/Å.

Values from the calculation:
2S+1 ... 1
Charge ... 0
SMILES ... O=C(CO)NS
HOMO ... -9.6 eV
E_tot ... -18574.63289 eV

Atomic partial charges in e from the natural (NBO) method, atoms 1 to 6: 0.19 -0.58 -0.69 -0.78 -0.16 0.64

---

Entry from OMol25: a 2-piece molecular cluster, C2H5NO3 overall (wB97M-V/def2-TZVPD).

Structure (XYZ):
```
11
Properties=species:S:1:pos:R:3:forces:R:3
O -0.675 -1.182 -0.450 -0.9706 0.1126 -0.2572
O 0.636 1.801 0.831 -0.8942 -0.2730 -0.0028
O -2.020 1.189 -0.333 0.6378 -0.2557 0.5326
N -1.233 0.439 0.497 -1.9362 -0.4095 -0.6237
C 0.048 0.793 0.549 3.0899 -1.4167 -1.0785
C 1.213 -0.645 0.132 0.4643 2.0294 1.0563
H -1.457 1.861 -0.763 -0.0119 -0.1194 -0.0260
H 1.354 -0.891 1.182 0.3799 -0.0205 -0.0321
H 1.345 -1.550 -0.460 -0.6217 0.1332 -0.0641
H 1.918 0.094 -0.250 0.3051 -0.0562 0.2997
H -1.128 -1.909 -0.934 -0.4423 0.2758 0.1957
```
Forces are in eV/Å.

Values from the calculation:
2S+1 ... 1
Charge ... 0
HOMO (spin up / spin down) ... -9.4 / -9.3 eV
E_tot ... -9779.71572 eV

Atomic partial charges in e from the natural (NBO) method, atoms 1 to 6: -0.71 -0.53 -0.46 0.05 0.64 -0.57

---

Entry from OMol25: a 2-piece molecular cluster, C2H5NO3 overall (wB97M-V/def2-TZVPD).

Structure (XYZ):
```
11
Properties=species:S:1:pos:R:3:forces:R:3
O -1.585 0.188 -1.540 -0.2952 0.1728 -0.1844
O 0.357 2.139 -1.945 0.2484 -0.2487 0.1210
O -0.442 -0.905 2.989 -0.2827 -0.3185 -0.4575
N 0.542 0.226 -0.640 -0.1562 0.8142 -0.9458
C -0.735 -0.291 -0.860 0.4648 -0.6748 0.7082
C 1.026 1.324 -1.381 0.0826 -0.0302 0.2688
H -0.935 -0.620 2.212 0.0606 0.5213 0.0073
H 2.132 1.335 -1.362 -0.0579 0.1426 -0.0230
H -0.862 -1.245 -0.308 -0.0490 0.0432 -0.0592
H -0.753 -1.815 3.039 0.2073 -0.1897 0.4324
H 1.254 -0.336 -0.203 -0.2227 -0.2323 0.1320
```
Forces are in eV/Å.

Values from the calculation:
2S+1 ... 1
Charge ... 0
SMILES ... O=CNC=O.O
HOMO ... -10.1 eV
E_tot ... -9787.38230 eV

Atomic partial charges in e from the natural (NBO) method, atoms 1 to 6: -0.51 -0.50 -0.92 -0.68 0.53 0.54

---

Entry from OMol25: a 2-piece molecular cluster, C2H5NO3 overall (wB97M-V/def2-TZVPD).

Structure (XYZ):
```
11
Properties=species:S:1:pos:R:3:forces:R:3
O -0.077 -1.890 0.075 -0.4709 0.6444 -0.0227
O 1.225 0.606 0.091 0.2441 -0.4307 -0.0539
O -1.244 -2.291 -1.818 -0.9580 0.1597 -0.2397
N -0.554 1.886 0.673 0.4710 0.1369 -0.7407
C 0.610 1.210 0.936 -0.9462 0.6731 -0.1316
C -0.220 -2.169 -1.243 0.9678 -0.9930 -0.1002
H -0.737 2.063 -0.314 0.0820 -0.3097 0.2631
H 0.741 -2.411 -1.721 0.1430 0.2266 -0.0924
H 0.123 -0.934 0.098 0.4095 -0.2616 0.3439
H -0.726 2.702 1.222 -0.2735 0.1816 0.6166
H 0.859 1.228 2.001 0.3312 -0.0272 0.1576
```
Forces are in eV/Å.

Values from the calculation:
2S+1 ... 1
Charge ... 0
SMILES ... NC=O.O=CO
HOMO ... -10.5 eV
E_tot ... -9787.45500 eV

Atomic partial charges in e from the natural (NBO) method, atoms 1 to 6: -0.74 -0.61 -0.53 -0.81 0.54 0.66